[1]
C17H34HfN4P2 | ωB97M-V/def2-TZVPD

Output
**Energy**: -1616.5483 Ha
**Gap between HOMO and LUMO**: 8.4 eV
**Relative energy (zero: lowest compared OMol25 entry of this formula, charge and spin)**: 0.000 eV

Geometry as ORCA input:
```
! wB97M-V def2-TZVPD RIJCOSX def2/J DEFGRID3
* xyz 4 1
Hf 0.061 -0.030 -0.021
C 2.094 1.266 -2.102
C 1.301 2.437 -1.570
N 0.837 2.125 -0.165
C -0.310 3.015 0.239
C -1.561 2.550 -0.460
C -2.545 3.399 -0.900
C -3.667 2.859 -1.535
C -3.749 1.488 -1.751
C -2.723 0.685 -1.304
C -2.701 -0.807 -1.469
N -1.292 -1.329 -1.374
C -0.573 -1.428 -2.709
C 0.241 -0.189 -3.024
N 1.283 0.005 -1.945
N -1.653 1.198 -0.647
H 3.019 1.126 -1.540
H 2.364 1.409 -3.150
H 0.413 2.638 -2.170
H 1.902 3.347 -1.563
H 1.615 2.333 0.465
H -0.084 4.056 0.006
H -0.430 2.944 1.323
H -2.448 4.469 -0.761
H -4.459 3.513 -1.882
H -4.597 1.058 -2.270
H -3.155 -1.120 -2.410
H -3.280 -1.272 -0.666
H -1.376 -2.287 -1.038
H -1.296 -1.633 -3.499
H 0.083 -2.300 -2.646
H -0.376 0.709 -3.067
H 0.736 -0.291 -3.992
H 1.931 -0.780 -2.024
C -1.180 0.472 3.742
P 0.276 0.056 2.754
C 1.587 1.225 3.214
C 0.859 -1.594 3.275
C 1.944 -2.145 2.354
P 1.327 -2.420 0.656
C 0.203 -3.842 0.737
C 2.747 -2.945 -0.339
H -0.886 0.406 4.793
H -1.996 -0.227 3.558
H -1.517 1.488 3.538
H 1.775 1.121 4.287
H 1.273 2.256 3.036
H 2.525 1.029 2.693
H -0.009 -2.256 3.326
H 1.230 -1.503 4.301
H 2.320 -3.101 2.731
H 2.814 -1.483 2.304
H 0.717 -4.665 1.242
H -0.048 -4.185 -0.270
H -0.713 -3.624 1.287
H 3.192 -3.824 0.137
H 3.513 -2.169 -0.389
H 2.442 -3.236 -1.345
*
```

Here are the natural (NBO) charges for atoms 1 to 4, given in e: 2.357, -0.241, -0.246, -0.765

[2]
C2H7NO3 | ωB97M-V/def2-TZVPD

Output
**Energy**: -360.4884 Ha
**Gap between HOMO and LUMO (spin up / spin down)**: 9.3 / 3.9 eV
**Expectation value of S²**: 0.7550
**Relative energy (zero: lowest compared OMol25 entry of this formula, charge and spin)**: 2.027 eV

Geometry as ORCA input:
```
! wB97M-V def2-TZVPD RIJCOSX def2/J DEFGRID3
* xyz 1 2
N 2.618 0.487 -0.817
C 1.324 0.895 -0.431
O 0.252 0.089 -0.972
H 2.751 -0.281 -1.479
H 3.388 0.569 -0.150
H 1.134 1.908 -0.817
H 1.240 0.831 0.670
H 0.792 -0.321 -1.671
O -3.947 -1.065 1.551
C -3.015 -0.618 0.969
O -1.738 -0.677 1.488
H -3.105 -0.189 -0.040
H -1.694 -1.626 1.699
*
```

Here are the natural (NBO) charges for atoms 1 to 4, given in e: -0.361, -0.014, -0.563, 0.422

[3]
C26H39FO24 | ωB97M-V/def2-TZVPD

Output
**SMILES**: O=C1OC[C@@H](F)O1.CCOC(=O)OC.CCOC(=O)OC.O=C1OCCO1.O=C1OCCO1.O=C1OCCO1.O=C1OCCO1.O=C1OCCO1
**Energy**: -2919.7861 Ha
**Gap between HOMO and LUMO**: 10.8 eV
**Relative energy (zero: lowest compared OMol25 entry of this formula, charge and spin)**: 0.831 eV

Geometry as ORCA input:
```
! wB97M-V def2-TZVPD RIJCOSX def2/J DEFGRID3
* xyz 0 1
O -0.839 5.430 4.450
C -1.018 5.200 3.305
O -0.174 4.523 2.430
C -0.822 4.426 1.170
C -2.266 4.717 1.518
F -2.897 3.530 1.773
O -2.164 5.476 2.669
H -0.376 5.112 0.449
H -0.800 3.416 0.759
H -2.803 5.208 0.711
C 2.990 -3.721 1.174
C 3.408 -5.139 0.735
O 4.673 -5.211 0.147
C 4.909 -6.062 -0.838
O 4.072 -6.681 -1.442
O 6.233 -6.091 -1.025
C 6.795 -7.163 -1.768
H 3.421 -3.013 0.469
H 3.395 -3.540 2.174
H 1.920 -3.688 1.343
H 2.577 -5.501 0.125
H 3.330 -5.821 1.589
H 6.360 -7.205 -2.766
H 6.641 -8.121 -1.270
H 7.864 -6.984 -1.807
C -3.271 3.653 6.549
C -2.748 2.749 5.443
O -1.335 2.502 5.590
C -0.767 1.661 4.742
O -0.997 1.575 3.569
O 0.132 0.969 5.440
C 0.939 0.023 4.745
H -2.749 3.354 7.457
H -4.344 3.529 6.671
H -3.067 4.698 6.324
H -2.900 3.129 4.430
H -3.235 1.771 5.426
H 1.983 0.280 4.912
H 0.741 0.029 3.677
H 0.747 -0.963 5.161
O 1.124 -0.092 -7.905
C 0.284 -0.188 -7.046
O -0.767 0.635 -6.971
C -1.470 0.489 -5.716
C -0.705 -0.730 -5.110
O 0.350 -1.026 -6.015
H -1.457 1.410 -5.143
H -2.479 0.140 -5.937
H -1.340 -1.599 -4.967
H -0.289 -0.349 -4.176
O -1.174 1.009 -2.091
C -0.396 0.746 -1.213
O -0.471 1.083 0.060
C 0.199 0.027 0.772
C 1.356 -0.273 -0.202
O 0.682 -0.021 -1.447
H 0.569 0.458 1.693
H -0.351 -0.912 0.832
H 1.693 -1.297 -0.075
H 2.157 0.435 0.021
O -6.768 4.652 -1.902
C -5.687 4.166 -1.971
O -5.325 3.013 -1.363
C -3.926 2.872 -1.436
C -3.513 3.817 -2.550
O -4.630 4.698 -2.642
H -3.372 3.090 -0.518
H -3.610 1.850 -1.647
H -3.310 3.314 -3.493
H -2.585 4.281 -2.216
O -0.090 -3.774 -0.049
C -0.590 -4.487 0.761
O -1.910 -4.529 1.005
C -2.263 -5.594 1.894
C -0.890 -6.194 2.229
O 0.038 -5.478 1.420
H -2.822 -5.306 2.783
H -2.884 -6.197 1.228
H -0.876 -7.246 1.937
H -0.562 -6.147 3.265
O 4.082 1.721 -1.331
C 3.396 2.164 -2.205
O 3.214 1.621 -3.401
C 2.329 2.409 -4.161
C 1.769 3.439 -3.181
O 2.620 3.259 -2.023
H 2.905 2.963 -4.909
H 1.598 1.801 -4.690
H 0.715 3.347 -2.909
H 1.874 4.476 -3.498
*
```

Here are the Mulliken charges for atoms 1 to 4, given in e: -0.474, 0.536, -0.304, 0.360

[4]
H8IO4 | ωB97M-V/def2-TZVPD

Output
**Energy**: -603.4442 Ha
**Gap between HOMO and LUMO**: 7.6 eV
**Relative energy (zero: lowest compared OMol25 entry of this formula, charge and spin)**: 3.710 eV

Geometry as ORCA input:
```
! wB97M-V def2-TZVPD RIJCOSX def2/J DEFGRID3
* xyz -1 1
I -5.287 19.083 -2.323
O -7.670 18.770 -0.658
H -7.733 17.885 -0.299
H -6.733 18.905 -0.802
O -4.451 17.349 -0.352
H -4.514 18.071 -0.977
H -3.752 17.612 0.248
O -7.370 17.497 -3.117
H -7.021 18.270 -3.561
H -7.200 17.656 -2.189
O -3.031 19.592 -3.789
H -2.530 19.353 -3.009
H -3.941 19.410 -3.554
*
```

Here are the natural (NBO) charges for atoms 1 to 4, given in e: -0.626, -0.974, 0.454, 0.457

[5]
H23O12 | ωB97M-V/def2-TZVPD

Output
**Energy**: -916.7234 Ha
**Gap between HOMO and LUMO**: 8.2 eV
**Relative energy (zero: lowest compared OMol25 entry of this formula, charge and spin)**: 2.693 eV

Geometry as ORCA input:
```
! wB97M-V def2-TZVPD RIJCOSX def2/J DEFGRID3
* xyz -1 1
O -0.382 1.884 -2.101
H 2.071 -1.139 -2.201
H -3.521 -1.640 1.880
O -1.293 0.910 0.696
H -1.451 -0.046 0.801
H -1.249 0.873 -0.274
O -4.106 1.505 -0.191
H -3.599 1.362 -1.003
O -3.328 -1.570 0.935
H 3.967 -2.454 2.174
H -2.441 -1.958 0.867
O 1.946 -2.127 -2.277
H 2.283 -1.418 1.163
H -3.063 0.176 -2.910
O -0.624 -2.023 1.174
H 0.904 -0.110 4.153
H -3.404 1.471 0.476
O 3.655 -2.169 1.303
H 4.351 -1.696 0.832
H -0.731 -2.311 0.262
O 1.944 3.836 -1.368
H 2.296 3.011 -1.719
H 1.127 3.895 -1.888
O 1.664 -0.627 1.233
H 2.076 0.021 0.636
H -1.742 0.803 -2.139
O 0.392 0.294 4.869
H -0.448 2.164 -1.174
H 2.048 0.933 -2.382
O 1.585 0.411 -1.697
H -0.487 0.461 4.516
H 0.158 -1.446 1.171
O -2.358 0.049 -2.282
H 0.394 1.106 -1.960
H 1.366 -2.427 -1.577
*
```

Here are the natural (NBO) charges for atoms 1 to 4, given in e: -1.060, 0.516, 0.457, -0.966

Which value of energy does entry 2 give?
-360.4884 Ha